[1]
{
  "formula": "C9H25NbPPt",
  "method": "the ωB97M-V functional and the def2-TZVPD basis",
  "homo_lumo_gap_ha": 0.1617,
  "charge": 1,
  "e_lumo_ev": -6.894,
  "e_tot_ev": -23804.4465,
  "e_homo_ev": -11.30,
  "species": ["C", "C", "C", "C", "C", "Nb", "P", "C", "C", "C", "C", "H", "H", "H", "H", "H", "H", "H", "H", "H", "H", "H", "H", "H", "H", "H", "H", "H", "H", "H", "H", "H", "H", "H", "H", "H", "Pt"],
  "positions_angstrom": [[2.109, -2.586, -0.375], [2.120, -1.123, -0.824], [2.912, -0.254, 0.131], [2.822, 1.281, -0.100], [2.092, 2.077, 0.958], [-0.112, 1.567, 0.683], [-2.501, 0.819, 0.214], [-3.195, -0.379, 1.396], [-2.451, -1.733, 1.482], [-2.646, -0.028, -1.412], [-3.198, 0.910, -2.507], [1.142, -2.852, 0.024], [2.295, -3.220, -1.226], [2.839, -2.766, 0.402], [1.094, -0.790, -0.902], [2.545, -1.028, -1.815], [3.948, -0.556, 0.020], [2.627, -0.508, 1.146], [2.487, 1.517, -1.104], [3.916, 1.744, -0.062], [2.329, 1.687, 1.975], [2.264, 3.136, 0.879], [-0.540, 1.950, 2.416], [0.098, -0.188, 1.201], [0.159, 1.151, -1.102], [-0.459, 3.293, 0.121], [-4.219, -0.580, 1.109], [-3.225, 0.105, 2.358], [-1.567, -1.782, 0.871], [-3.113, -2.529, 1.179], [-2.215, -1.921, 2.515], [-3.196, -0.953, -1.319], [-1.635, -0.288, -1.675], [-4.230, 0.676, -2.715], [-2.628, 0.791, -3.413], [-3.118, 1.939, -2.194], [4.451, 1.422, 1.666]]
}

[2]
{
  "formula": "C9H26B3O11PS2",
  "method": "the ωB97M-V functional and the def2-TZVPD basis",
  "homo_lumo_gap_ha": 0.2947,
  "e_lumo_ev": -0.136,
  "e_tot_ev": -65268.9827,
  "smiles": "CCCB1OBOB(P(O)O)O1.CCOS(C)(=O)=O.CCOS(C)(=O)=O",
  "e_homo_ev": -8.15,
  "species": ["C", "C", "C", "B", "O", "B", "O", "B", "P", "O", "O", "O", "H", "H", "H", "H", "H", "H", "H", "H", "H", "H", "C", "C", "O", "S", "C", "O", "O", "H", "H", "H", "H", "H", "H", "H", "H", "C", "C", "O", "S", "C", "O", "O", "H", "H", "H", "H", "H", "H", "H", "H"],
  "positions_angstrom": [[-2.558, -4.123, -1.537], [-1.530, -4.279, -2.804], [-0.558, -2.987, -3.077], [-0.538, -1.863, -1.877], [-1.671, -1.030, -1.430], [-1.286, 0.380, -1.222], [0.093, 0.875, -0.962], [0.854, -0.325, -0.565], [2.097, -0.137, 0.930], [1.194, 0.204, 2.403], [3.071, 1.329, 0.688], [0.783, -1.663, -1.182], [-2.049, -4.067, -0.485], [-3.265, -3.217, -1.776], [-3.260, -5.086, -1.524], [-2.212, -4.413, -3.774], [-0.956, -5.292, -2.676], [-0.833, -2.551, -4.147], [0.546, -3.418, -3.198], [-2.142, 1.217, -1.218], [1.857, 0.733, 2.973], [3.857, 1.244, 1.330], [8.735, 3.950, 4.774], [7.276, 4.207, 4.446], [7.052, 4.208, 3.044], [6.971, 2.780, 2.262], [6.301, 3.397, 0.740], [5.975, 1.949, 2.904], [8.317, 2.310, 2.012], [9.024, 2.929, 4.504], [8.920, 4.081, 5.843], [9.385, 4.629, 4.213], [6.624, 3.482, 4.944], [6.997, 5.199, 4.815], [5.305, 3.802, 0.929], [6.239, 2.564, 0.036], [6.966, 4.166, 0.346], [-5.376, -0.640, 0.341], [-6.835, -0.382, 0.013], [-7.059, -0.381, -1.389], [-7.140, -1.809, -2.170], [-7.810, -1.193, -3.693], [-8.136, -2.640, -1.529], [-5.794, -2.279, -2.421], [-5.087, -1.660, 0.071], [-5.191, -0.508, 1.411], [-4.726, 0.040, -0.220], [-7.487, -1.107, 0.511], [-7.114, 0.610, 0.383], [-8.806, -0.787, -3.503], [-7.872, -2.025, -4.396], [-7.145, -0.423, -4.087]]
}

[3]
{
  "formula": "C9H26BCdCl2F4N2O3PS",
  "method": "the ωB97M-V functional and the def2-TZVPD basis",
  "homo_lumo_gap_ha": 0.3481,
  "charge": 2,
  "e_lumo_ev": -5.622,
  "e_tot_ev": -80151.0877,
  "e_homo_ev": -15.09,
  "de_lowest_kj_mol": 67.0,
  "species": ["Cd", "N", "C", "P", "O", "O", "C", "N", "H", "H", "H", "H", "H", "H", "H", "H", "H", "H", "F", "B", "F", "F", "F", "C", "C", "C", "S", "O", "C", "C", "C", "H", "H", "H", "H", "H", "H", "H", "H", "H", "H", "H", "H", "H", "H", "Cl", "C", "Cl", "H", "H"],
  "positions_angstrom": [[0.581, -0.259, -1.324], [-1.480, -5.053, -1.872], [-0.435, -4.270, -1.183], [-1.346, -2.798, -0.426], [-2.770, -3.302, -0.549], [-1.049, -1.494, -1.099], [-1.174, -2.754, 1.454], [-2.443, -3.337, 1.942], [-1.455, -4.929, -2.888], [-2.378, -4.599, -1.506], [-1.457, -6.055, -1.663], [0.336, -3.936, -1.872], [0.044, -4.855, -0.402], [-1.095, -1.709, 1.758], [-0.297, -3.280, 1.826], [-3.003, -3.408, 1.011], [-2.946, -2.739, 2.605], [-2.340, -4.267, 2.356], [1.101, -0.818, 1.062], [2.086, -1.665, 0.476], [2.622, -0.906, -0.607], [2.980, -2.104, 1.341], [1.329, -2.696, -0.124], [1.326, 6.011, -0.418], [0.872, 4.606, -0.030], [2.080, 3.712, 0.199], [1.724, 1.949, 0.516], [0.786, 1.595, -0.646], [0.602, 2.078, 1.972], [-0.860, 1.910, 1.591], [-1.735, 1.853, 2.838], [0.461, 6.649, -0.569], [1.901, 5.990, -1.340], [1.938, 6.449, 0.365], [0.265, 4.184, -0.834], [0.265, 4.658, 0.874], [2.681, 4.037, 1.048], [2.716, 3.710, -0.687], [0.777, 3.031, 2.465], [0.908, 1.271, 2.637], [-0.990, 0.992, 1.002], [-1.183, 2.736, 0.959], [-1.414, 1.051, 3.500], [-2.777, 1.697, 2.570], [-1.668, 2.791, 3.383], [1.044, 1.104, -3.532], [1.191, -0.350, -4.522], [1.240, -1.711, -3.399], [2.121, -0.320, -5.093], [0.316, -0.452, -5.167]]
}

[4]
{
  "formula": "C9H26N4O2",
  "method": "the ωB97M-V functional and the def2-TZVPD basis",
  "homo_lumo_gap_ha": [0.2704, 0.2705],
  "charge": 2,
  "e_lumo_ev": [-4.646, -4.646],
  "e_tot_ev": -19793.2755,
  "e_homo_ev": [-12.01, -12.01],
  "de_lowest_kj_mol": 0.7,
  "species": ["C", "C", "C", "C", "C", "C", "C", "C", "C", "N", "N", "N", "N", "O", "O", "H", "H", "H", "H", "H", "H", "H", "H", "H", "H", "H", "H", "H", "H", "H", "H", "H", "H", "H", "H", "H", "H", "H", "H", "H", "H"],
  "positions_angstrom": [[-5.573, 8.476, 2.907], [-4.335, 6.801, 4.330], [7.162, -8.186, -3.735], [4.760, -8.434, -2.992], [-5.663, 6.030, 2.331], [8.426, -7.585, -3.091], [4.255, -6.983, -3.133], [-5.505, 7.046, 3.402], [-4.769, 4.982, 0.091], [-3.966, 5.821, -0.474], [-5.286, 3.901, -0.032], [-6.843, 6.936, 4.416], [6.191, -8.354, -2.630], [8.024, -6.563, -2.207], [4.785, -6.214, -2.080], [-5.556, 9.190, 3.727], [-6.462, 8.643, 2.304], [-4.708, 8.677, 2.280], [-3.411, 6.983, 3.789], [-4.353, 7.472, 5.186], [-4.315, 5.772, 4.679], [7.366, -9.134, -4.229], [6.739, -7.483, -4.455], [4.621, -8.993, -3.917], [4.223, -8.940, -2.188], [-5.581, 5.012, 2.686], [-6.528, 6.194, 1.703], [8.937, -8.345, -2.490], [9.118, -7.236, -3.859], [4.626, -6.540, -4.061], [3.164, -6.965, -3.165], [-3.596, 5.643, -1.402], [-3.727, 6.691, -0.028], [6.297, -7.454, -2.074], [-5.948, 3.411, 0.536], [-6.788, 7.629, 5.167], [-6.880, 5.997, 4.818], [-7.684, 7.098, 3.858], [6.483, -9.130, -2.031], [8.129, -5.691, -2.600], [4.175, -6.173, -1.336]]
}

[5]
{
  "formula": "C9H27ClHoI2P3",
  "method": "the ωB97M-V functional and the def2-TZVPD basis",
  "homo_lumo_gap_ha": [0.2118, 0.2119],
  "s_squared": 6.01,
  "charge": 2,
  "e_lumo_ev": [-9.190, -9.189],
  "spin_multiplicity": 5,
  "e_tot_ev": -92146.2562,
  "e_homo_ev": [-14.95, -14.95],
  "species": ["I", "I", "Ho", "P", "C", "C", "H", "H", "H", "H", "H", "H", "C", "H", "H", "H", "P", "C", "C", "H", "H", "H", "C", "H", "H", "H", "H", "H", "H", "Cl", "C", "P", "C", "C", "H", "H", "H", "H", "H", "H", "H", "H", "H"],
  "positions_angstrom": [[0.537, 1.042, 1.818], [-0.822, 1.446, -1.317], [1.758, -0.692, -0.910], [2.383, 2.209, -0.758], [1.560, 3.752, -0.176], [3.972, 2.439, 0.130], [4.425, 3.393, -0.179], [3.464, 3.708, -2.342], [4.637, 1.604, -0.122], [3.386, 2.009, -2.955], [1.345, 3.694, 0.899], [3.780, 2.441, 1.211], [2.834, 2.806, -2.437], [2.227, 4.609, -0.359], [1.915, 3.040, -2.994], [0.614, 3.912, -0.710], [0.026, -2.843, -0.388], [-1.605, -3.240, 0.317], [-0.112, -3.716, -2.004], [2.125, -3.931, 0.262], [0.726, -5.071, 0.320], [0.962, -3.847, 1.619], [1.066, -4.046, 0.542], [0.805, -3.570, -2.594], [-0.282, -4.789, -1.826], [-1.785, -4.323, 0.266], [-2.396, -2.727, -0.236], [-0.963, -3.295, -2.559], [-1.656, -2.928, 1.363], [3.674, -1.816, -1.865], [-2.609, 2.254, 1.428], [-2.193, 0.522, 1.036], [-2.515, -0.297, 2.630], [-3.634, 0.035, 0.024], [-1.876, 2.667, 2.137], [-3.611, 2.246, 1.880], [-2.605, 2.871, 0.516], [-3.548, -0.055, 2.909], [-2.405, -1.384, 2.543], [-1.815, 0.060, 3.393], [-4.530, 0.234, 0.630], [-3.667, 0.612, -0.909], [-3.591, -1.032, -0.232]]
}

[6]
{
  "formula": "C9H27N7O9PZn",
  "method": "the ωB97M-V functional and the def2-TZVPD basis",
  "homo_lumo_gap_ha": 0.1635,
  "charge": -1,
  "e_lumo_ev": 1.860,
  "e_tot_ev": -96342.0090,
  "e_homo_ev": -2.59,
  "de_lowest_kj_mol": 194.1,
  "species": ["Zn", "P", "O", "O", "O", "O", "C", "O", "N", "N", "H", "H", "H", "H", "C", "O", "N", "N", "H", "H", "H", "H", "C", "O", "N", "N", "H", "H", "H", "H", "C", "O", "C", "C", "N", "C", "C", "O", "C", "H", "H", "H", "H", "H", "H", "H", "H", "H", "H", "H", "H", "H", "H", "H"],
  "positions_angstrom": [[-0.441, -0.428, 0.426], [-2.126, -0.879, 2.233], [-3.386, -0.285, 2.911], [-2.096, -2.240, 2.950], [-0.735, -0.122, 2.298], [-2.323, -1.008, 0.690], [0.559, -3.409, 1.322], [0.530, -2.212, 0.961], [1.602, -4.191, 0.991], [-0.440, -3.889, 2.077], [2.419, -3.757, 0.608], [1.610, -5.152, 1.283], [-1.186, -3.225, 2.477], [-0.204, -4.771, 2.507], [-1.075, 2.708, -0.419], [-1.072, 1.555, -0.028], [-1.113, 3.802, 0.407], [-1.020, 3.094, -1.720], [-0.869, 4.708, 0.067], [-1.040, 3.604, 1.394], [-0.907, 2.442, -2.477], [-0.912, 4.035, -2.043], [-4.737, 1.551, -0.446], [-5.451, 2.384, -1.020], [-3.863, 0.725, -1.108], [-4.704, 1.227, 0.853], [-3.072, 0.370, -0.572], [-3.820, 0.910, -2.096], [-4.044, 0.521, 1.184], [-5.312, 1.705, 1.492], [-1.503, -1.776, -2.187], [-0.623, -0.937, -1.478], [0.655, -0.728, -2.119], [1.350, 0.407, -1.342], [1.593, 0.023, 0.057], [2.197, 1.024, 0.909], [3.692, 1.301, 0.647], [4.262, 0.217, -0.079], [5.682, 0.306, -0.063], [-1.160, -2.812, -2.227], [-1.560, -1.515, -3.255], [-2.534, -1.631, -1.875], [0.496, -0.379, -3.143], [1.199, -1.675, -2.121], [1.107, 1.441, -1.576], [2.364, 0.409, -1.787], [2.227, -0.754, -0.068], [2.118, 0.762, 1.967], [1.606, 1.942, 0.934], [4.233, 1.517, 1.569], [3.708, 2.204, 0.023], [5.953, 0.326, 0.999], [6.060, 1.193, -0.572], [6.102, -0.637, -0.410]]
}

[7]
{
  "formula": "C9H28AgF2N2O11S2",
  "method": "the ωB97M-V functional and the def2-TZVPD basis",
  "homo_lumo_gap_ha": 0.2463,
  "charge": -1,
  "e_lumo_ev": 2.299,
  "e_tot_ev": -66394.1821,
  "e_homo_ev": -4.40,
  "de_lowest_kj_mol": 81.6,
  "species": ["N", "H", "H", "H", "H", "Ag", "N", "S", "O", "O", "F", "S", "O", "O", "F", "C", "O", "O", "O", "C", "C", "O", "H", "H", "H", "H", "H", "H", "C", "C", "O", "H", "H", "H", "H", "H", "H", "C", "C", "O", "H", "H", "H", "H", "H", "H", "C", "C", "O", "H", "H", "H", "H", "H", "H"],
  "positions_angstrom": [[0.024, -0.099, -0.531], [-0.632, -0.577, -1.177], [-0.368, 0.818, -0.220], [0.951, -0.092, -0.945], [0.050, -0.667, 0.334], [-3.002, 0.738, -1.777], [-1.687, -1.096, -2.324], [-2.424, -2.466, -2.151], [-1.822, -3.408, -1.243], [-3.325, -2.998, -3.152], [-3.537, -1.766, -1.144], [-1.477, -1.110, -3.998], [-2.508, -0.508, -4.780], [-0.772, -2.244, -4.532], [-0.305, -0.030, -3.895], [-1.773, 2.927, -0.287], [-1.380, 4.043, 0.165], [-2.580, 3.033, -1.316], [-1.411, 1.777, 0.193], [-3.442, -1.091, 2.304], [-3.227, 0.344, 2.831], [-1.896, 0.779, 2.777], [-4.437, -1.133, 1.846], [-3.440, -1.755, 3.168], [-2.839, -1.500, 1.496], [-3.539, 0.291, 3.877], [-3.847, 1.122, 2.376], [-1.689, 1.162, 1.904], [3.169, 2.249, 0.313], [1.963, 3.169, 0.438], [1.032, 2.726, 1.370], [2.881, 1.223, 0.548], [3.937, 2.504, 1.050], [3.658, 2.275, -0.661], [1.518, 3.257, -0.561], [2.314, 4.198, 0.576], [0.129, 2.576, 1.021], [4.576, -0.051, -2.269], [3.080, -0.291, -2.113], [2.395, 0.927, -1.855], [4.886, 0.456, -3.185], [5.077, -1.015, -2.417], [5.019, 0.436, -1.403], [2.833, -0.932, -1.265], [2.660, -0.718, -3.028], [2.327, 1.453, -2.657], [-0.202, -2.911, 3.178], [0.925, -1.893, 2.827], [0.247, -0.859, 2.063], [-0.818, -3.021, 2.290], [-0.773, -2.564, 4.039], [0.145, -3.885, 3.532], [1.617, -2.340, 2.114], [1.411, -1.410, 3.671], [0.329, -0.052, 2.586]]
}

[8]
{
  "formula": "C9H28IO5",
  "method": "the ωB97M-V functional and the def2-TZVPD basis",
  "homo_lumo_gap_ha": 0.3022,
  "charge": -1,
  "e_lumo_ev": 3.239,
  "e_tot_ev": -28122.0983,
  "e_homo_ev": -4.98,
  "species": ["I", "O", "H", "H", "O", "H", "H", "C", "C", "C", "O", "H", "H", "H", "H", "H", "H", "H", "H", "C", "C", "C", "O", "H", "H", "H", "H", "H", "H", "H", "H", "C", "C", "C", "O", "H", "H", "H", "H", "H", "H", "H", "H"],
  "positions_angstrom": [[-24.642, 5.810, 9.411], [-22.977, 4.856, 7.113], [-23.308, 5.428, 6.421], [-23.467, 5.115, 7.894], [-26.171, 3.786, 10.849], [-25.902, 4.601, 10.424], [-25.954, 3.913, 11.772], [-24.013, 8.323, 11.713], [-24.875, 7.354, 12.584], [-26.364, 7.526, 12.281], [-24.433, 5.981, 12.350], [-22.994, 8.511, 12.050], [-24.535, 9.281, 11.717], [-23.970, 8.053, 10.658], [-24.574, 7.670, 13.583], [-26.961, 6.927, 12.968], [-26.665, 7.336, 11.251], [-26.674, 8.546, 12.507], [-24.360, 5.898, 11.396], [-27.382, 4.788, 8.284], [-27.486, 6.242, 8.408], [-28.827, 6.752, 7.912], [-27.307, 6.677, 9.703], [-26.793, 4.425, 9.126], [-26.844, 4.418, 7.411], [-28.353, 4.292, 8.270], [-26.623, 6.476, 7.784], [-28.791, 7.839, 7.847], [-29.612, 6.262, 8.487], [-29.019, 6.432, 6.888], [-26.368, 6.621, 9.898], [-22.375, 8.279, 9.567], [-23.506, 8.497, 8.520], [-23.350, 9.804, 7.655], [-23.623, 7.392, 7.537], [-22.696, 7.854, 10.517], [-21.892, 9.251, 9.668], [-21.694, 7.558, 9.114], [-24.438, 8.529, 9.083], [-22.616, 9.592, 6.877], [-22.908, 10.636, 8.204], [-24.287, 10.088, 7.177], [-23.775, 6.565, 8.000]]
}